{
  "formula": "C2HF2IO",
  "method": "ωB97M-V with the def2-TZVPD basis set",
  "energy_ev": -17670.249,
  "fmax_ev_per_a": 4.07,
  "homo_ev": -8.740,
  "elements": ["C", "C", "O", "F", "F", "I", "H"],
  "positions_angstrom": [[0.300, 0.563, -0.281], [1.025, -0.561, -2.128], [0.471, 1.714, -0.286], [1.011, 0.181, -3.220], [0.130, -1.547, -2.252], [2.953, -1.316, -1.588], [-0.135, -0.140, 0.417]],
  "forces_ev_per_a": [[1.5, -0.5, -3.7], [-1.3, 1.3, 3.4], [-0.2, -0.2, 0.5], [0.1, 0.0, 0.0], [0.1, -0.2, -0.4], [0.0, 0.0, -0.3], [-0.2, -0.4, 0.5]],
  "lowdin_charge": [-0.064, -0.898, 0.090, 0.015, -0.035, 0.794, 0.097]
}

=====

{
  "formula": "C2HF2N3O4",
  "method": "ωB97M-V with the def2-TZVPD basis set",
  "energy_ev": -20174.679,
  "fmax_ev_per_a": 5.63,
  "homo_ev": -12.154,
  "elements": ["C", "C", "N", "N", "N", "O", "O", "O", "O", "F", "F", "H"],
  "positions_angstrom": [[-0.151, 1.565, 0.942], [-0.347, -0.272, 0.064], [-0.042, 2.542, 1.507], [1.933, -0.785, 0.055], [-1.443, 0.167, -0.859], [-1.193, 0.952, -1.723], [-2.518, -0.316, -0.572], [-0.696, -1.227, 0.899], [0.806, -0.392, -0.662], [2.762, -1.251, -0.910], [2.557, 0.388, 0.451], [-1.668, -1.371, 0.807]],
  "forces_ev_per_a": [[-0.6, -5.2, -2.1], [1.5, 2.6, 2.1], [0.2, 2.0, 1.0], [0.2, -0.5, 1.7], [-0.4, 0.2, -0.5], [0.1, -0.2, 0.0], [-0.3, -0.1, -0.1], [0.4, 0.5, -0.6], [-0.4, 0.4, -0.8], [-0.4, 0.3, -0.2], [-0.4, -0.2, -0.6], [0.2, 0.3, 0.0]],
  "lowdin_charge": [-0.088, -0.363, 0.064, -0.031, -0.337, 0.171, 0.118, 0.160, 0.045, 0.070, 0.042, 0.151]
}

=====

{
  "formula": "C2HF2O4P",
  "method": "ωB97M-V with the def2-TZVPD basis set",
  "energy_ev": -25005.160,
  "charge": -2,
  "fmax_ev_per_a": 3.57,
  "homo_ev": -0.080,
  "elements": ["C", "C", "O", "O", "O", "O", "F", "F", "P", "H"],
  "positions_angstrom": [[0.974, -1.187, -1.068], [0.268, 0.187, -0.172], [-0.271, -1.245, -1.853], [-0.425, 1.209, -2.726], [1.419, -2.240, -0.538], [-2.300, 0.352, -1.252], [1.853, -0.506, -1.951], [1.161, 1.161, 0.423], [-0.836, 0.366, -1.580], [-0.175, -0.478, 0.628]],
  "forces_ev_per_a": [[-1.7, 1.5, 0.7], [2.1, -2.7, 0.9], [-0.2, 0.7, 0.7], [0.6, 0.9, -0.2], [-0.3, 0.9, -0.3], [0.0, -0.1, 0.5], [1.1, -0.2, -0.2], [-1.1, -0.7, -0.6], [-0.7, -1.8, -1.0], [0.2, 1.4, -0.4]],
  "lowdin_charge": [-0.764, -0.221, -0.221, -0.396, -0.132, -0.440, -0.066, -0.147, 0.280, 0.106]
}

=====

{
  "formula": "C2HF3N2O",
  "method": "ωB97M-V with the def2-TZVPD basis set",
  "energy_ev": -15263.357,
  "fmax_ev_per_a": 2.93,
  "homo_ev": [-10.027, -10.030],
  "elements": ["C", "C", "N", "N", "O", "F", "F", "F", "H"],
  "positions_angstrom": [[-0.536, 0.143, -0.841], [-0.483, 0.257, 0.680], [0.251, -0.826, -1.207], [0.783, -1.371, -0.178], [0.343, -0.838, 0.962], [-1.227, 0.905, -1.621], [-1.674, 0.151, 1.308], [2.544, 0.385, -0.126], [-0.001, 1.194, 1.023]],
  "forces_ev_per_a": [[0.4, -0.1, 0.7], [-0.1, 1.3, -0.1], [-1.3, 1.3, -2.3], [1.8, 0.3, 1.8], [-0.2, -0.4, 0.2], [0.6, -0.7, 0.5], [0.1, -0.3, -0.3], [-1.5, -0.9, -0.1], [0.1, -0.5, -0.3]],
  "lowdin_charge": [-0.171, -0.246, 0.152, 0.161, 0.052, 0.239, 0.105, -0.488, 0.196]
}

=====

{
  "formula": "C2HF3NOS",
  "method": "ωB97M-V with the def2-TZVPD basis set",
  "energy_ev": -24617.975,
  "charge": -1,
  "smiles": "[O-]C(=S)NC(F)(F)F",
  "fmax_ev_per_a": 4.39,
  "homo_ev": -3.636,
  "elements": ["O", "C", "S", "N", "C", "F", "F", "F", "H"],
  "positions_angstrom": [[0.454, 1.482, 1.433], [1.050, 0.642, 0.781], [2.653, 0.222, 0.820], [0.371, 0.009, -0.334], [-1.029, -0.353, -0.460], [-1.430, -0.905, 0.678], [-1.857, 0.656, -0.655], [-1.217, -1.278, -1.434], [1.005, -0.475, -0.829]],
  "forces_ev_per_a": [[-0.5, -0.2, 0.4], [-1.7, 1.1, -0.6], [2.0, -0.6, 0.3], [-4.0, 1.6, 0.9], [3.1, 0.2, 1.2], [-0.8, -0.8, 1.0], [-0.4, 0.7, -0.7], [0.2, 0.4, -0.1], [2.1, -2.4, -2.3]],
  "lowdin_charge": [-0.093, -1.130, 0.429, 0.067, -0.672, 0.131, 0.150, 0.111, 0.006]
}

=====

{
  "formula": "C2HF3O3S",
  "method": "ωB97M-V with the def2-TZVPD basis set",
  "energy_ev": -27216.877,
  "smiles": "O=S(=O)=CF.O=C(F)F",
  "fmax_ev_per_a": 2.39,
  "homo_ev": [-10.370, -10.371],
  "elements": ["O", "S", "O", "C", "F", "H", "O", "C", "F", "F"],
  "positions_angstrom": [[1.867, 0.386, 1.262], [0.617, -0.201, 1.498], [0.432, -1.582, 1.746], [-0.656, 0.533, 0.638], [-1.835, 0.145, 1.156], [-0.529, 1.564, 0.783], [0.506, -1.279, -1.265], [0.027, -0.304, -1.707], [0.657, 0.862, -1.755], [-1.086, -0.124, -2.356]],
  "forces_ev_per_a": [[1.8, 0.8, -0.1], [-1.4, -0.8, -1.2], [0.0, -0.5, 0.7], [-0.2, -0.8, 2.2], [-0.6, -0.3, -0.6], [0.1, 1.8, -0.4], [-0.6, -0.3, -0.3], [1.4, 0.5, -0.3], [0.2, 0.1, 0.0], [-0.6, -0.6, 0.1]],
  "lowdin_charge": [-0.264, 0.814, -0.253, -0.270, -0.025, 0.077, 0.193, -0.632, 0.152, 0.208]
}

=====

{
  "formula": "C2HF3S2",
  "method": "ωB97M-V with the def2-TZVPD basis set",
  "energy_ev": -31907.891,
  "fmax_ev_per_a": 5.88,
  "homo_ev": [-8.866, -9.296],
  "elements": ["C", "C", "F", "F", "F", "S", "S", "H"],
  "positions_angstrom": [[-0.400, 1.299, 0.043], [0.848, 1.285, 0.311], [-1.169, 0.184, 0.377], [-1.299, 2.134, -0.661], [1.806, 2.200, 0.116], [-0.116, -2.962, 0.260], [1.481, -2.119, -0.298], [-1.149, -2.020, -0.150]],
  "forces_ev_per_a": [[-5.6, -1.1, -1.4], [2.8, 2.0, -0.2], [1.3, 1.7, -0.3], [2.7, -1.3, 1.6], [-1.2, -1.3, 0.2], [-2.8, 0.4, 0.0], [1.5, 0.9, -0.5], [1.4, -1.3, 0.5]],
  "lowdin_charge": [-0.267, 0.045, -0.001, 0.061, 0.079, 0.162, 0.041, -0.119]
}

=====

{
  "formula": "C2HF4NO",
  "method": "ωB97M-V with the def2-TZVPD basis set",
  "energy_ev": -16494.477,
  "smiles": "FC1(F)NOC1(F)F",
  "fmax_ev_per_a": 6.23,
  "homo_ev": -10.557,
  "elements": ["F", "C", "F", "N", "O", "C", "F", "F", "H"],
  "positions_angstrom": [[-0.132, -1.709, 0.851], [-0.308, -0.782, -0.054], [-0.577, -1.370, -1.215], [-1.180, 0.328, 0.353], [-0.138, 1.346, 0.332], [0.934, 0.573, 0.072], [1.841, 0.546, 0.995], [1.572, 0.690, -1.136], [-2.013, 0.377, -0.199]],
  "forces_ev_per_a": [[-0.3, -0.9, 0.6], [2.8, 3.8, 0.9], [0.0, 0.3, -0.1], [1.5, -2.3, 1.1], [-1.5, 1.6, -0.5], [-2.3, -5.1, -2.7], [0.5, 0.3, 0.7], [-0.6, 0.9, 0.9], [-0.1, 1.5, -1.0]],
  "lowdin_charge": [0.155, -0.439, 0.146, 0.129, 0.058, -0.490, 0.204, 0.110, 0.127]
}

=====

{
  "formula": "C2HF4NO",
  "method": "ωB97M-V with the def2-TZVPD basis set",
  "energy_ev": -16492.050,
  "smiles": "[O-]/[N+](=C/F)C(F)(F)F",
  "fmax_ev_per_a": 7.73,
  "homo_ev": [-10.149, -9.469],
  "elements": ["O", "N", "C", "F", "C", "F", "F", "F", "H"],
  "positions_angstrom": [[0.263, -2.125, -0.055], [-0.274, -0.712, -0.005], [-1.442, 0.264, 0.006], [-1.184, 1.519, -0.072], [0.966, 0.075, 0.021], [1.138, 0.723, -1.133], [0.933, 1.001, 0.987], [2.043, -0.638, 0.232], [-2.444, -0.107, 0.019]],
  "forces_ev_per_a": [[-3.9, 3.9, 0.1], [-0.9, 1.5, 0.1], [4.7, -6.1, -0.2], [-0.2, 0.2, 0.0], [0.9, 0.5, 0.1], [-0.3, 0.0, -0.4], [-0.2, 0.1, 0.4], [0.1, -0.1, 0.1], [-0.4, 0.0, 0.0]],
  "lowdin_charge": [-0.101, 0.011, 0.020, 0.139, -0.690, 0.164, 0.148, 0.180, 0.129]
}

=====

{
  "formula": "C2HF4P",
  "method": "ωB97M-V with the def2-TZVPD basis set",
  "energy_ev": -22247.453,
  "smiles": "F/P=C(\\F)C(F)F",
  "fmax_ev_per_a": 4.33,
  "homo_ev": -9.802,
  "elements": ["F", "P", "C", "F", "C", "F", "F", "H"],
  "positions_angstrom": [[1.443, -1.510, 3.425], [1.036, -0.370, 2.346], [0.498, -1.316, 1.022], [0.445, -2.649, 0.904], [-0.005, -0.625, -0.434], [0.937, 0.026, -1.113], [-0.404, -1.709, -1.076], [-1.016, 0.006, -0.295]],
  "forces_ev_per_a": [[-0.2, 0.5, -0.4], [-0.5, -1.6, -1.0], [0.3, 1.8, -1.0], [0.2, 0.8, 0.6], [-2.5, 0.0, 3.5], [0.1, 0.0, 0.1], [-0.1, -0.7, -1.6], [2.6, -0.8, -0.2]],
  "lowdin_charge": [-0.392, 0.946, -0.463, 0.014, -0.423, 0.077, 0.059, 0.182]
}